Record 1
The molecule C6H10O at a distorted geometry, computed with wB97M-V/def2-TZVPD.

The geometry in XYZ format:
```
17
Properties=species:S:1:pos:R:3
C 2.489 -0.046 1.303
C 1.132 -0.037 1.922
C -0.007 0.036 1.181
C -0.046 -0.229 -0.260
C -1.351 -0.206 -0.830
C -1.583 0.473 -2.149
O -2.210 -1.066 -0.089
H 3.210 -0.599 1.944
H 2.425 -0.452 0.294
H 2.805 0.986 1.064
H 1.303 0.025 3.027
H -1.053 0.052 1.601
H 0.805 -0.111 -0.915
H -2.404 0.167 -2.758
H -0.717 0.383 -2.802
H -1.705 1.674 -1.924
H -3.093 -1.049 -0.610
```

## Properties
relative energy (zero: lowest compared OMol25 entry of this formula, charge and spin) = 259.5 kJ/mol
SMILES string = C/C=C\C=C(\C)O
charge = 0
E_LUMO = 0.65 eV
highest occupied orbital energy = -0.2615 hartree
Kohn-Sham gap = 7.762 eV



Record 2
The molecule C6H10O at a distorted geometry, computed with wB97M-V/def2-TZVPD.

The geometry in XYZ format:
```
17
Properties=species:S:1:pos:R:3
C -1.403 -0.713 1.147
C 0.007 -0.284 0.722
C 0.720 -1.260 -0.246
C 1.594 -0.514 -1.239
C 1.243 0.908 -1.033
C 0.104 1.099 0.002
O -1.098 1.509 -0.628
H -2.085 -0.784 0.293
H -1.378 -1.702 1.625
H -1.850 -0.012 1.861
H 0.618 -0.219 1.633
H -0.001 -1.852 -0.846
H 1.292 -2.036 0.289
H 1.116 1.504 -1.968
H 2.109 1.606 -1.024
H 0.321 1.892 0.723
H -1.309 0.858 -1.309
```

## Properties
relative energy (zero: lowest compared OMol25 entry of this formula, charge and spin) = 346.6 kJ/mol
charge = 0
E_LUMO = 0.15 eV
highest occupied orbital energy = -0.3070 hartree
Kohn-Sham gap = 8.507 eV



Record 3
C6H10O as an isolated structure, computed with wB97M-V/def2-TZVPD.

The geometry in XYZ format:
```
17
Properties=species:S:1:pos:R:3
C 1.605 0.907 1.021
C 0.184 0.407 0.870
O -0.773 1.458 0.521
C -1.280 0.680 -0.540
C 0.003 0.154 -1.719
C -0.238 -0.423 -0.383
C -0.561 -1.895 -0.247
H 2.269 0.073 1.285
H 1.964 1.360 0.090
H 1.667 1.660 1.816
H -0.159 -0.079 1.796
H -2.343 0.424 -0.547
H -1.136 1.083 -1.654
H 0.692 1.015 -1.645
H 0.368 -2.476 -0.164
H -1.171 -2.101 0.642
H -1.091 -2.246 -1.139
```

## Properties
relative energy (zero: lowest compared OMol25 entry of this formula, charge and spin) = 424.5 kJ/mol
charge = 0
E_LUMO = 0.97 eV
highest occupied orbital energy = -0.3155 hartree
Kohn-Sham gap = 9.560 eV



Record 4
The molecule C6H10O at a distorted geometry, computed with wB97M-V/def2-TZVPD.

The geometry in XYZ format:
```
17
Properties=species:S:1:pos:R:3
C 1.440 -1.599 0.778
C 0.187 -1.168 0.502
C -1.011 -2.135 0.659
C -0.063 0.193 0.027
C 0.691 1.287 -0.303
C -0.149 2.571 -0.598
O -0.837 2.348 -1.823
H 1.648 -2.672 0.833
H 2.330 -0.986 0.702
H -1.782 -1.518 1.037
H -0.767 -3.008 1.258
H -1.225 -2.455 -0.378
H -1.161 0.380 0.227
H 1.761 1.216 -0.461
H 0.477 3.472 -0.577
H -0.937 2.606 0.222
H -0.601 1.466 -2.103
```

## Properties
relative energy (zero: lowest compared OMol25 entry of this formula, charge and spin) = 175.9 kJ/mol
SMILES string = C=C(C)/C=C/CO
charge = 0
E_LUMO = 0.39 eV
highest occupied orbital energy = -0.3219 hartree
Kohn-Sham gap = 9.154 eV



Record 5
A 3-piece molecular cluster, C6H10O overall at a distorted geometry, computed with wB97M-V/def2-TZVPD.

The geometry in XYZ format:
```
17
Properties=species:S:1:pos:R:3
C 1.012 0.299 0.367
C -0.889 0.018 -0.646
C 1.292 -1.058 0.913
C 1.763 0.777 -0.832
O -1.284 0.324 0.507
C -3.272 -0.144 -0.674
C -3.770 0.126 0.437
H 0.796 1.061 1.104
H -0.727 -1.023 -0.941
H -0.852 0.760 -1.448
H 1.396 -1.807 0.127
H 1.758 0.050 -1.647
H 0.519 -1.371 1.614
H 2.243 -1.024 1.462
H 2.812 0.919 -0.532
H 1.400 1.737 -1.198
H -4.196 0.357 1.387
```

## Properties
relative energy (zero: lowest compared OMol25 entry of this formula, charge and spin) = 800.9 kJ/mol
charge = 0
E_LUMO (alpha / beta) = -1.75 / -0.50 eV
highest occupied orbital energy (alpha / beta) = -0.2818 / -0.3457 hartree
Kohn-Sham gap (alpha / beta) = 5.915 / 8.906 eV



Record 6
The molecule C6H10O, computed with wB97M-V/def2-TZVPD.

The geometry in XYZ format:
```
17
Properties=species:S:1:pos:R:3
C -1.642 0.804 -0.569
C -0.751 -0.129 0.304
C -0.146 -1.347 -0.464
C 1.363 -1.238 -0.369
C 1.740 -0.196 0.358
C 0.542 0.509 0.953
O 0.627 1.911 0.874
H -1.732 0.465 -1.610
H -2.676 0.892 -0.202
H -1.253 1.824 -0.574
H -1.378 -0.405 1.160
H -0.437 -1.289 -1.516
H -0.481 -2.315 -0.078
H 2.035 -1.959 -0.837
H 2.761 0.118 0.581
H 0.516 0.255 2.018
H 0.910 2.102 -0.030
```

## Properties
relative energy (zero: lowest compared OMol25 entry of this formula, charge and spin) = 50.1 kJ/mol
SMILES string = C[C@H]1CC=C[C@H]1O
charge = 0
E_LUMO = 1.00 eV
highest occupied orbital energy = -0.3460 hartree
Kohn-Sham gap = 10.418 eV



Record 7
The molecule C6H10O, computed with wB97M-V/def2-TZVPD.

The geometry in XYZ format:
```
17
Properties=species:S:1:pos:R:3
C -0.381 -1.940 0.048
C -0.373 -0.439 0.124
C -0.835 0.430 -1.073
C 0.548 1.133 -1.062
C 0.923 0.395 0.236
C 0.307 0.873 1.555
O -0.880 0.081 1.368
H -1.397 -2.342 -0.015
H 0.181 -2.276 -0.831
H 0.100 -2.352 0.941
H -1.091 -0.093 -1.999
H -1.673 1.070 -0.786
H 0.567 2.227 -1.059
H 1.177 0.778 -1.884
H 1.917 -0.052 0.301
H 0.092 1.945 1.658
H 0.863 0.535 2.438
```

## Properties
relative energy (zero: lowest compared OMol25 entry of this formula, charge and spin) = 124.5 kJ/mol
SMILES string = C[C@]12CC[C@H]1CO2
charge = 0
E_LUMO = 1.06 eV
highest occupied orbital energy = -0.3451 hartree
Kohn-Sham gap = 10.455 eV



Record 8
The molecule C6H10O, computed with wB97M-V/def2-TZVPD.

The geometry in XYZ format:
```
17
Properties=species:S:1:pos:R:3
C 0.349 1.854 0.665
C 0.151 0.361 0.418
O 0.720 -0.279 1.558
C 0.860 -0.150 -0.851
C 0.196 -1.494 -1.074
C -1.008 -1.510 -0.496
C -1.288 -0.184 0.193
H 0.666 1.983 1.705
H -0.557 2.434 0.474
H 1.164 2.232 0.037
H 0.955 -1.173 1.283
H 0.669 0.526 -1.700
H 1.940 -0.167 -0.678
H 0.659 -2.313 -1.621
H -1.703 -2.349 -0.508
H -1.838 -0.272 1.134
H -1.870 0.469 -0.479
```

## Properties
relative energy (zero: lowest compared OMol25 entry of this formula, charge and spin) = 21.0 kJ/mol
SMILES string = CC1(O)CC=CC1
charge = 0
E_LUMO = 1.03 eV
highest occupied orbital energy = -0.3493 hartree
Kohn-Sham gap = 10.537 eV



Record 9
The molecule C6H10O, computed with wB97M-V/def2-TZVPD.

The geometry in XYZ format:
```
17
Properties=species:S:1:pos:R:3
O -2.778 -0.024 1.542
C -2.628 0.706 0.591
C -1.376 0.755 -0.254
C -0.505 -0.490 -0.107
C 0.895 -0.301 -0.641
C 1.934 0.337 0.239
C 2.009 -1.133 -0.075
H -3.434 1.413 0.297
H -1.660 0.938 -1.299
H -0.817 1.651 0.061
H -0.991 -1.333 -0.615
H -0.459 -0.762 0.955
H 0.959 -0.068 -1.703
H 2.668 0.999 -0.213
H 1.633 0.624 1.244
H 2.795 -1.479 -0.740
H 1.755 -1.833 0.718
```

## Properties
relative energy (zero: lowest compared OMol25 entry of this formula, charge and spin) = 67.8 kJ/mol
SMILES string = O=CCCC1CC1
charge = 0
E_LUMO = 1.06 eV
highest occupied orbital energy = -0.3598 hartree
Kohn-Sham gap = 10.854 eV



Record 10
The molecule C6H10O, computed with wB97M-V/def2-TZVPD.

The geometry in XYZ format:
```
17
Properties=species:S:1:pos:R:3
C 1.933 0.582 0.003
C 0.906 -0.547 -0.128
C -0.098 -0.669 1.056
C -1.229 -0.310 0.108
O -2.493 -0.869 0.195
C -0.974 0.958 -0.658
C -0.300 -0.320 -1.077
H 2.856 0.389 -0.551
H 2.197 0.751 1.054
H 1.519 1.524 -0.373
H 1.404 -1.500 -0.328
H 0.071 -0.014 1.920
H -0.199 -1.704 1.398
H -2.929 -0.446 0.947
H -1.809 1.289 -1.267
H -0.367 1.769 -0.262
H -0.448 -0.770 -2.055
```

## Properties
relative energy (zero: lowest compared OMol25 entry of this formula, charge and spin) = 139.6 kJ/mol
SMILES string = C[C@H]1C[C@@]2(O)C[C@@H]12
charge = 0
E_LUMO = 0.98 eV
highest occupied orbital energy = -0.3461 hartree
Kohn-Sham gap = 10.396 eV



Record 11
The molecule C6H10O, computed with wB97M-V/def2-TZVPD.

The geometry in XYZ format:
```
17
Properties=species:S:1:pos:R:3
O 2.652 -0.768 1.113
C 1.753 -0.336 0.201
C -0.442 -1.164 -0.729
C -1.436 -0.642 0.264
C -1.469 0.800 -0.179
C -0.038 1.192 -0.472
C 1.151 0.895 0.233
H 2.571 -0.229 1.911
H 1.752 -0.952 -0.683
H -0.011 -2.152 -0.553
H -0.731 -1.030 -1.772
H -1.054 -0.736 1.288
H -2.421 -1.132 0.235
H -2.029 0.850 -1.126
H -1.959 1.517 0.501
H -0.003 2.184 -0.948
H 1.714 1.704 0.717
```

## Properties
relative energy (zero: lowest compared OMol25 entry of this formula, charge and spin) = 414.2 kJ/mol
charge = 0
E_LUMO (alpha / beta) = 0.51 / 0.45 eV
highest occupied orbital energy (alpha / beta) = -0.2669 / -0.2833 hartree
Kohn-Sham gap (alpha / beta) = 7.772 / 8.164 eV



Record 12
The molecule C6H10O, computed with wB97M-V/def2-TZVPD.

The geometry in XYZ format:
```
17
Properties=species:S:1:pos:R:3
C -2.240 -0.254 0.364
C -0.975 0.086 -0.407
C 0.129 -1.008 -0.427
C 1.114 0.032 0.093
C 2.525 0.223 -0.228
O 2.110 -0.244 1.053
C 0.011 1.066 0.289
H -1.992 -0.589 1.380
H -2.901 0.616 0.451
H -2.799 -1.060 -0.126
H -1.229 0.420 -1.419
H -0.047 -1.806 0.303
H 0.363 -1.458 -1.397
H 3.044 -0.512 -0.846
H 2.948 1.228 -0.243
H 0.161 2.039 -0.189
H -0.221 1.222 1.349
```

## Properties
relative energy (zero: lowest compared OMol25 entry of this formula, charge and spin) = 132.5 kJ/mol
SMILES string = C[C@H]1C[C@]2(CO2)C1
charge = 0
E_LUMO = 1.04 eV
highest occupied orbital energy = -0.3681 hartree
Kohn-Sham gap = 11.059 eV



Record 13
A 2-piece molecular cluster, C6H10O overall at a distorted geometry, computed with wB97M-V/def2-TZVPD.

The geometry in XYZ format:
```
17
Properties=species:S:1:pos:R:3
C 2.987 0.261 -0.168
C 0.990 0.721 -1.508
C 0.162 0.570 -0.443
C 0.055 1.600 0.708
C 0.013 -1.640 0.551
C -0.684 -0.614 -0.421
O 2.997 -0.426 0.712
H 1.612 1.516 -1.725
H 0.845 -0.028 -2.276
H 0.904 1.284 1.420
H -0.827 1.480 1.231
H 0.169 2.608 0.484
H 0.685 -1.068 1.232
H 0.695 -2.309 -0.056
H -0.767 -2.151 1.130
H -1.730 -0.378 -0.129
H -0.861 -1.100 -1.351
```

## Properties
relative energy (zero: lowest compared OMol25 entry of this formula, charge and spin) = 26.1 kJ/mol
multiplicity = 3
charge = 0
E_LUMO (alpha / beta) = 1.14 / -1.70 eV
highest occupied orbital energy (alpha / beta) = -0.1795 / -0.4235 hartree
Kohn-Sham gap (alpha / beta) = 6.022 / 9.820 eV



Record 14
The molecule C6H10O2 at a distorted geometry, computed with wB97M-V/def2-TZVPD.

The geometry in XYZ format:
```
18
Properties=species:S:1:pos:R:3
C 1.701 1.301 -0.617
C 0.969 0.201 -0.480
C 1.388 -0.885 0.430
O 1.040 -2.071 0.213
C -0.398 0.018 -1.111
O -0.626 -1.267 -1.501
C -1.477 0.512 0.048
C -1.248 -0.152 1.366
H 2.687 1.387 -0.183
H 1.348 2.139 -1.200
H 2.346 -0.710 0.948
H -0.538 0.708 -1.953
H -0.003 -1.937 -0.828
H -2.440 0.236 -0.379
H -1.389 1.594 0.125
H -0.106 -0.253 1.564
H -1.713 0.379 2.193
H -1.540 -1.200 1.366
```

## Properties
relative energy (zero: lowest compared OMol25 entry of this formula, charge and spin) = 223.3 kJ/mol
SMILES string = C=C(C=O)[C@@H](O)CC
charge = 0
E_LUMO = -0.63 eV
highest occupied orbital energy = -0.3346 hartree
Kohn-Sham gap = 8.474 eV